Entry 1:
C2H5NO | ωB97M-V/def2-TZVPD

Values from the calculation:
Energy above the lowest of the compared OMol25 structures with the same formula, charge and spin, kJ/mol: 280.9
E_LUMO, eV: 0.57
Orbital gap, eV: 10.17
Spin multiplicity: 1

Cartesian coordinates (Å):
C1 1.399 0.049 0.231
N1 0.745 -0.619 -0.602
H1 1.430 1.146 0.167
H2 2.207 -0.341 0.860
H3 0.964 -1.564 -0.893
O1 -2.787 -0.129 -0.128
C2 -1.674 0.290 0.027
H4 -1.083 0.104 0.936
H5 -1.201 1.064 -0.596

What are the Löwdin partial charges on each atom? They are as follows, in elementary charge units: C -0.143; N 0.020; H 0.076; H 0.066; H 0.064; O -0.004; C -0.208; H 0.057; H 0.072



Entry 2:
C2H5NO2 | ωB97M-V/def2-TZVPD

Values from the calculation:
Energy above the lowest of the compared OMol25 structures with the same formula, charge and spin, kJ/mol: 80.5
E_LUMO, eV: 0.75
Orbital gap, eV: 10.53
Spin multiplicity: 1

Cartesian coordinates (Å):
C1 1.245 -1.158 0.898
N1 -0.131 -0.869 0.237
C2 -0.473 0.368 -0.315
O1 0.409 1.268 0.107
O2 -1.396 0.516 -1.033
H1 1.446 -0.653 1.731
H2 1.981 -0.863 0.139
H3 1.226 -2.259 1.213
H4 -0.693 -1.613 -0.331
H5 0.220 1.935 -0.501

What are the Löwdin partial charges on each atom? They are as follows, in elementary charge units: C -0.035; N 0.011; C -0.691; O 0.139; O 0.111; H 0.013; H 0.081; H 0.106; H 0.176; H 0.090



Repeat the first record exactly.
C2H5NO | ωB97M-V/def2-TZVPD

Values from the calculation:
Energy above the lowest of the compared OMol25 structures with the same formula, charge and spin, kJ/mol: 280.9
E_LUMO, eV: 0.57
Orbital gap, eV: 10.17
Spin multiplicity: 1

Cartesian coordinates (Å):
C1 1.399 0.049 0.231
N1 0.745 -0.619 -0.602
H1 1.430 1.146 0.167
H2 2.207 -0.341 0.860
H3 0.964 -1.564 -0.893
O1 -2.787 -0.129 -0.128
C2 -1.674 0.290 0.027
H4 -1.083 0.104 0.936
H5 -1.201 1.064 -0.596

What are the Löwdin partial charges on each atom? They are as follows, in elementary charge units: C -0.143; N 0.020; H 0.076; H 0.066; H 0.064; O -0.004; C -0.208; H 0.057; H 0.072



Look up the spin multiplicity of the second one.
1



Which value of energy above the lowest of the compared OMol25 structures with the same formula, charge and spin does entry 2 give?
80.5 kJ/mol